Record 1
7 unconnected molecules or ions with the total composition C18H31F4NO16. Source: the Open Molecules 2025 dataset; level of theory: ωB97M-V with the def2-TZVPD basis set.

Properties
total energy = -2362.15398 Ha
energy above the lowest of the compared OMol25 structures with the same formula, charge and spin = 329.98 kJ/mol

The geometry in ORCA input format:
```
! wB97M-V def2-TZVPD RIJCOSX def2/J DEFGRID3
* xyz 0 1
F 37.165 52.230 54.269
F 35.843 56.998 48.825
F 38.155 58.770 50.018
F 40.225 55.812 46.984
O 34.987 54.416 45.863
O 40.011 51.136 52.145
O 35.405 49.797 51.111
O 40.299 56.342 50.086
O 40.281 58.330 49.230
O 34.734 54.241 48.062
O 38.494 47.558 49.308
O 38.360 54.537 43.383
O 36.815 50.780 52.459
O 38.610 55.277 45.519
O 37.681 53.411 50.103
O 34.780 51.681 52.032
O 34.859 56.185 47.136
O 39.536 53.392 44.839
O 42.210 57.373 49.946
O 40.172 48.435 51.551
N 38.445 50.523 49.647
C 35.637 50.650 51.806
C 39.924 53.475 46.306
C 38.865 56.694 50.124
C 34.862 54.862 47.005
C 35.535 52.725 52.612
C 40.115 48.823 52.687
C 39.311 54.814 46.705
C 34.614 55.010 49.164
C 36.914 52.134 52.919
C 40.803 50.254 52.830
C 34.727 56.338 48.532
C 38.924 57.954 49.267
C 39.440 46.682 49.906
C 38.835 54.454 44.565
C 40.580 52.410 52.101
C 39.736 47.010 51.383
C 38.273 47.218 47.905
C 41.041 57.402 49.688
H 40.667 46.547 51.748
H 34.053 57.192 48.813
H 39.360 52.709 46.869
H 37.907 52.673 52.327
H 38.328 51.013 50.388
H 38.660 54.910 47.423
H 41.609 52.342 51.727
H 38.499 57.820 48.290
H 33.654 55.000 49.769
H 38.619 56.908 51.094
H 39.343 50.176 49.660
H 37.867 46.242 47.801
H 38.455 51.120 48.896
H 39.178 47.392 47.537
H 38.246 55.901 49.675
H 37.830 49.809 49.676
H 40.489 46.881 49.459
H 35.763 53.651 51.828
H 40.885 48.076 53.215
H 40.012 52.890 51.212
H 41.591 50.214 52.049
H 34.705 53.151 53.323
H 37.552 47.798 47.411
H 35.337 54.702 49.833
H 39.186 45.657 49.804
H 41.039 53.051 46.412
H 38.978 46.834 52.016
H 40.728 53.014 52.929
H 38.180 54.185 50.220
H 39.050 49.007 53.015
H 41.239 50.758 53.765
*
```

---

Record 2
A molecular structure, C22H13BrCl2N3ORu. Source: the Open Molecules 2025 dataset; level of theory: ωB97M-V with the def2-TZVPD basis set.

Properties
total energy = -4674.71442 Ha
energy above the lowest of the compared OMol25 structures with the same formula, charge and spin = 0.00 kJ/mol

The geometry in ORCA input format:
```
! wB97M-V def2-TZVPD RIJCOSX def2/J DEFGRID3
* xyz 1 5
Ru -0.543 -0.279 0.095
Br -2.587 6.579 2.009
Cl -0.984 -4.564 1.619
Cl 1.749 -0.013 2.661
O -1.544 0.682 1.438
N -0.560 1.321 -1.173
N 0.274 -1.188 -1.563
N -0.239 -1.725 1.302
C 0.753 1.491 -4.699
C -1.683 4.275 0.631
C -0.855 2.527 -0.806
C -1.425 2.899 0.450
C -2.254 4.737 1.785
C 2.099 -2.308 4.028
C 0.417 -2.337 2.241
C 1.001 -0.737 -3.830
C 0.883 -4.355 3.551
C -2.347 2.494 2.649
C -1.753 1.987 1.485
C 1.161 0.201 -4.875
C 0.573 -2.464 -1.725
C 0.021 1.030 -2.443
C 1.419 -1.666 3.028
C 0.189 -3.720 2.553
C 0.168 1.906 -3.485
C 1.335 -2.105 -3.956
C 1.831 -3.652 4.292
C 1.108 -2.965 -2.919
C 0.451 -0.311 -2.609
C -2.592 3.838 2.801
H 0.401 -3.102 -0.867
H 0.860 2.209 -5.499
H -3.047 4.205 3.711
H -1.426 4.969 -0.159
H -0.175 2.929 -3.406
H -0.656 3.348 -1.490
H 1.592 -0.123 -5.813
H 1.757 -2.460 -4.887
H 2.369 -4.157 5.082
H -2.602 1.789 3.429
H 0.686 -5.398 3.756
H 2.840 -1.771 4.603
H 1.336 -4.018 -2.995
*
```

---

Record 3
2 unconnected molecules or ions with the total composition C2H5N2O3. Source: the Open Molecules 2025 dataset; level of theory: ωB97M-V with the def2-TZVPD basis set.

Properties
total energy = -414.55822 Ha
energy above the lowest of the compared OMol25 structures with the same formula, charge and spin = 48.80 kJ/mol

The geometry in ORCA input format:
```
! wB97M-V def2-TZVPD RIJCOSX def2/J DEFGRID3
* xyz -1 1
O 0.697 0.703 2.979
O -0.017 0.574 -1.503
O -1.889 -0.548 -0.914
N -0.073 -1.708 -1.627
N 1.280 1.025 0.801
C 0.502 0.527 1.780
C -0.728 -0.450 -1.343
H -0.759 -2.432 -1.780
H -0.414 0.029 1.428
H 0.521 -1.612 -2.441
H 1.994 1.669 1.090
H 0.975 0.952 -0.205
*
```

---

Record 4
2 unconnected molecules or ions with the total composition C6H14O2. Source: the Open Molecules 2025 dataset; level of theory: ωB97M-V with the def2-TZVPD basis set.

Properties
SMILES = C/C=C/CCCO.O
total energy = -387.44405 Ha
energy above the lowest of the compared OMol25 structures with the same formula, charge and spin = 166.63 kJ/mol

The geometry in ORCA input format:
```
! wB97M-V def2-TZVPD RIJCOSX def2/J DEFGRID3
* xyz 0 1
O -1.990 -2.208 -0.073
O 1.901 1.412 -1.518
C 1.828 0.002 -1.760
C -1.108 0.770 1.477
C 1.144 -0.029 0.729
C -2.596 0.989 1.284
C -0.318 0.240 0.553
C 1.774 -0.778 -0.415
H 2.777 -0.206 -2.252
H -0.708 1.012 2.457
H 1.662 0.888 1.032
H -2.151 -1.388 0.415
H 1.035 1.822 -1.510
H 0.997 -0.205 -2.435
H 1.257 -1.724 -0.620
H -2.854 -2.539 -0.317
H 2.787 -1.133 -0.207
H -2.991 0.476 0.415
H -2.744 2.051 1.052
H -0.706 -0.061 -0.410
H -3.141 0.688 2.178
H 1.374 -0.605 1.637
*
```

---

Record 5
2 unconnected molecules or ions with the total composition C31H32BF3O3. Source: the Open Molecules 2025 dataset; level of theory: ωB97M-V with the def2-TZVPD basis set.

Properties
total energy = -1750.61292 Ha
energy above the lowest of the compared OMol25 structures with the same formula, charge and spin = 401.14 kJ/mol

The geometry in ORCA input format:
```
! wB97M-V def2-TZVPD RIJCOSX def2/J DEFGRID3
* xyz 0 1
F -5.849 3.081 2.067
F -5.925 0.905 1.779
F -6.995 2.239 0.393
O 1.430 -3.811 2.810
O 0.023 2.965 -1.831
O -0.617 0.785 -2.606
C 2.141 2.571 -0.862
C -0.491 -2.336 2.496
C 5.379 -4.914 2.904
C 6.034 -2.636 2.431
C 0.600 0.672 -1.918
C 0.414 -1.303 2.152
C -4.514 1.209 -0.782
C 6.388 -3.968 2.664
C 1.185 2.188 -1.973
C -2.658 -3.336 3.014
C 0.309 0.252 -0.482
C 4.692 -2.253 2.432
C -1.473 2.721 -3.862
C -2.058 -4.594 3.223
C -2.616 3.655 -4.058
C 1.852 2.476 -3.320
C 2.278 -2.783 2.575
C 0.065 -3.608 2.772
C -5.838 2.104 1.117
C -2.501 3.101 -0.370
C -3.639 3.092 0.448
C 4.039 -4.539 2.910
C -1.901 -2.220 2.682
C 3.664 -3.197 2.657
C 1.782 -1.504 2.327
C 1.465 -0.384 -2.584
C -1.220 4.148 -4.208
C -2.385 2.168 -1.384
C -3.375 1.217 -1.591
C -4.625 2.148 0.232
C -0.683 -4.719 3.139
B -1.039 2.139 -2.342
H 0.028 -0.315 1.915
H -3.172 3.963 -3.171
H -0.898 4.373 -5.228
H 2.488 -0.674 2.302
H -0.823 4.798 -3.425
H -1.282 1.989 -4.655
H -3.194 3.574 -4.982
H -2.657 -5.474 3.446
H -2.358 -1.228 2.592
H -3.744 -3.249 3.116
H 2.809 1.945 -3.394
H -0.154 -5.655 3.340
H 2.057 3.550 -3.399
H 1.225 0.078 0.094
H -0.264 -0.684 -0.486
H 1.656 2.489 0.116
H 7.438 -4.267 2.660
H 3.037 1.940 -0.888
H 6.802 -1.882 2.243
H -3.288 0.480 -2.391
H 1.220 2.183 -4.168
H 3.279 -5.299 3.097
H 1.628 -0.159 -3.642
H 2.435 -0.462 -2.079
H 2.450 3.614 -1.008
H -5.303 0.486 -0.955
H 4.405 -1.222 2.244
H 5.650 -5.957 3.086
H -1.735 3.858 -0.197
H -3.744 3.828 1.235
H -0.298 1.006 0.042
H 0.967 -1.359 -2.512
*
```

---

Record 6
10 unconnected molecules or ions with the total composition C14H38Br2N8O17. Source: the Open Molecules 2025 dataset; level of theory: ωB97M-V with the def2-TZVPD basis set.

Properties
SMILES = C[N+](=O)[O-].C[N+](=O)[O-].C[N+](=O)[O-].C[N+](=O)[O-].C[N+](=O)[O-].C[N+](=O)[O-].C[N+](=O)[O-].C[N+](=O)[O-].BrCCBr.CCOCC
total energy = -7420.55944 Ha

The geometry in ORCA input format:
```
! wB97M-V def2-TZVPD RIJCOSX def2/J DEFGRID3
* xyz 0 1
Br 1.958 -0.532 2.555
Br -2.271 0.786 0.991
O 1.275 4.621 -3.502
O -0.090 -2.794 4.147
O -3.994 -3.078 0.314
O -0.262 -4.265 -0.612
O -3.709 5.148 2.390
O -0.806 0.375 -2.309
O -3.604 6.438 0.688
O -0.150 0.060 -4.301
O 1.857 -3.497 4.511
O 1.455 2.525 -3.632
O -7.783 0.183 0.964
O -0.041 -2.417 0.441
O 3.062 5.098 1.159
O -7.115 -0.209 -1.066
O 1.047 4.202 1.457
O 3.798 -0.902 -3.329
O -3.186 -4.780 1.394
N 0.932 -2.772 4.769
N 2.259 4.252 1.650
N -3.348 -3.592 1.238
N 1.102 3.527 -3.070
N -6.908 0.042 0.054
N 0.339 -3.513 0.127
N -0.727 -0.324 -3.286
N -3.326 5.403 1.241
C 2.657 -1.492 -2.838
C 2.411 -0.704 -1.523
C 4.242 -1.571 -4.479
C 2.789 3.093 2.494
C -0.314 0.685 1.170
C 5.474 -0.852 -4.918
C 1.721 -3.959 0.567
C 0.047 0.155 2.542
C 0.323 3.423 -1.801
C -2.517 4.427 0.469
C 1.093 -1.751 5.821
C -5.442 0.160 0.551
C -1.452 -1.626 -3.252
C -2.799 -2.707 2.302
H -1.842 4.002 1.212
H 0.216 -1.688 6.465
H 3.806 3.391 2.749
H -5.378 1.063 1.159
H 2.137 3.150 3.366
H 2.731 -2.561 -2.639
H -3.052 -3.124 3.277
H -4.723 0.180 -0.269
H 0.412 2.417 -1.392
H -0.635 -0.655 2.802
H 1.357 -0.787 5.386
H -1.238 -1.942 -2.231
H 0.049 1.712 1.133
H 3.351 -0.794 -0.978
H -2.498 -1.376 -3.428
H 4.466 -2.576 -4.120
H 5.291 0.158 -5.284
H 5.946 -1.426 -5.715
H -1.030 -2.285 -4.011
H 1.672 -4.772 1.292
H -0.707 3.753 -1.932
H -1.724 -2.700 2.119
H 0.070 0.074 0.353
H 0.838 4.145 -1.166
H -3.231 -1.720 2.135
H -0.165 0.972 3.232
H 3.514 -1.695 -5.281
H 6.190 -0.794 -4.098
H 1.666 -1.148 -0.863
H 1.937 -2.054 6.441
H -2.053 5.009 -0.327
H -5.185 -0.721 1.138
H 2.108 0.339 -1.611
H 2.141 -4.279 -0.386
H 2.170 -3.054 0.976
H 1.839 -1.333 -3.541
H 2.749 2.171 1.915
H -3.189 3.687 0.034
*
```

---

Record 7
A molecular structure, C23H41FP2Sm. Source: the Open Molecules 2025 dataset; level of theory: ωB97M-V with the def2-TZVPD basis set.

Properties
total energy = -2341.26765 Ha
energy above the lowest of the compared OMol25 structures with the same formula, charge and spin = 0.00 kJ/mol

The geometry in ORCA input format:
```
! wB97M-V def2-TZVPD RIJCOSX def2/J DEFGRID3
* xyz 1 6
Sm 0.701 -0.292 0.497
P 2.030 -0.245 -6.317
P -0.325 1.771 -6.204
F 1.870 1.445 0.755
C -2.429 0.346 -2.695
C -0.187 0.482 3.490
C 3.708 -0.161 -7.087
C 1.046 -0.134 -3.132
C -2.586 -0.026 1.503
C -0.577 3.548 -6.532
C 0.244 -2.517 1.280
C 0.096 2.279 -3.167
C 1.249 -1.286 -7.629
C -1.384 -0.900 1.650
C 1.358 1.414 -6.882
C 1.118 -3.464 0.538
C 0.679 -1.698 2.383
C -0.139 -0.762 -3.237
C -1.822 -2.549 -0.323
C -1.434 -0.222 -3.739
C -1.042 -2.037 0.848
C -0.335 -0.707 2.610
C -2.008 1.545 -1.909
C 2.076 -1.552 2.861
C -0.907 2.302 -2.062
C -1.499 0.972 -7.344
C 1.327 1.330 -3.069
H -2.703 -0.452 -1.984
H 1.995 1.572 -3.917
H 0.184 -1.430 -7.415
H -1.515 3.877 -6.059
H -2.061 -3.616 -0.200
H -2.679 1.791 -1.071
H -3.377 0.557 -3.228
H -0.638 3.714 -7.617
H 1.377 -0.829 -8.619
H -1.176 0.884 3.745
H 1.955 -0.769 -3.116
H 2.164 -3.123 0.522
H -1.279 -2.452 -1.280
H -2.404 0.966 1.930
H -1.267 0.534 -4.533
H -0.716 3.080 -1.310
H 4.299 0.614 -6.587
H 0.480 3.311 -3.285
H 0.394 1.294 3.012
H 2.041 2.203 -6.511
H -2.874 0.117 0.454
H 0.335 0.207 4.418
H -0.432 2.065 -4.120
H -0.144 -1.847 -3.061
H 0.804 -3.610 -0.503
H -3.461 -0.440 2.030
H 1.299 1.453 -7.986
H -2.772 -2.009 -0.426
H 3.652 0.051 -8.162
H 0.248 4.139 -6.110
H 2.643 -0.768 2.308
H -1.444 1.463 -8.323
H 2.606 -2.509 2.741
H -1.954 -1.048 -4.260
H -1.295 -0.101 -7.447
H 1.130 -4.452 1.013
H 1.931 1.582 -2.175
H 1.741 -2.268 -7.612
H 2.058 -1.270 3.923
H -2.512 1.092 -6.931
H 4.197 -1.130 -6.925
*
```

---

Record 8
A molecular structure, C41H50AsBaBrN5O3SSi. Source: the Open Molecules 2025 dataset; level of theory: ωB97M-V with the def2-TZVPD basis set.

Properties
total energy = -7615.01680 Ha
energy above the lowest of the compared OMol25 structures with the same formula, charge and spin = 175.06 kJ/mol

The geometry in ORCA input format:
```
! wB97M-V def2-TZVPD RIJCOSX def2/J DEFGRID3
* xyz -1 1
Ba 0.488 -1.350 0.344
Br -3.586 -1.063 -2.559
As -1.241 2.497 -1.727
S 0.053 -3.077 -2.037
Si 0.107 -2.390 3.825
O 3.619 -0.443 1.975
O -0.691 2.406 1.240
O 1.584 0.226 1.371
N 2.061 -3.316 -0.372
N 1.788 2.993 0.578
N 2.212 -0.166 -1.194
N -0.853 -2.406 2.410
N -2.933 0.051 -0.150
C 1.748 -0.277 -4.784
C -3.058 -2.615 3.439
C 2.104 4.600 2.310
C -5.299 -0.600 1.147
C -4.054 -3.463 1.011
C -2.165 -2.700 2.347
C 2.520 -0.230 -2.504
C -4.907 -3.380 2.106
C 3.851 4.161 0.753
C -2.727 -3.125 1.123
C -4.037 3.253 -1.040
C 3.111 -3.942 0.136
C 1.349 3.631 1.651
C 1.824 -5.107 -1.945
C 3.865 -0.309 -2.961
C 1.286 3.439 -2.915
C 3.174 -0.167 -0.313
C 0.086 3.932 -2.123
C 4.882 -0.339 -1.982
C -0.009 3.210 2.152
C 1.471 -0.212 -3.447
C 3.013 3.235 0.155
C 3.373 4.881 1.839
C -3.116 0.373 1.125
C -2.265 3.376 -4.483
C 2.893 -5.756 -1.387
C 3.571 -5.160 -0.320
C 4.536 -0.263 -0.663
C -1.901 2.185 -3.609
C -5.131 -0.903 -0.194
C 1.839 -3.017 3.356
C 1.404 -3.872 -1.405
C 4.117 -0.351 -4.348
C -4.272 0.049 1.819
C -4.389 -2.944 3.317
C -0.447 -3.554 5.260
C -3.909 -0.583 -0.758
C -2.631 3.821 -1.170
C 0.317 -0.635 4.567
C 3.077 -0.345 -5.237
C 2.764 -0.123 1.154
H -4.348 2.776 -1.970
H 3.272 -0.388 -6.300
H -0.058 1.727 0.942
H -2.645 4.647 -1.886
H 0.990 3.140 -3.920
H 1.729 2.577 -2.420
H -2.634 3.031 -5.451
H 3.334 2.655 -0.702
H 4.419 -5.639 0.144
H 5.143 -0.385 -4.697
H -1.409 4.024 -4.665
H -6.221 -0.856 1.646
H 2.401 -2.232 2.867
H -1.062 -3.052 6.000
H 3.208 -6.721 -1.759
H -2.777 1.540 -3.517
H 0.459 -0.147 -3.068
H 0.896 -0.043 3.867
H 0.942 -0.277 -5.505
H -5.897 -1.386 -0.778
H -4.073 2.513 -0.243
H 5.265 -0.281 0.131
H -5.041 -2.859 4.180
H 0.420 4.315 -1.157
H 2.045 4.220 -3.003
H -0.637 -0.138 4.722
H 1.791 -3.876 2.693
H 1.265 -5.528 -2.768
H -4.364 0.285 2.867
H 0.148 2.663 3.095
H -4.446 -3.799 0.057
H -2.309 0.930 1.580
H 3.982 5.643 2.309
H -2.310 4.222 -0.206
H -0.398 4.759 -2.649
H 4.847 4.323 0.373
H -0.636 4.085 2.361
H -4.758 4.042 -0.807
H -2.072 -3.197 0.260
H -1.019 -4.386 4.867
H 2.413 -3.310 4.231
H -2.668 -2.273 4.385
H -5.945 -3.669 2.012
H 0.415 -3.963 5.779
H -3.054 3.968 -4.020
H 1.701 5.117 3.169
H -1.136 1.582 -4.108
H 0.850 -0.649 5.513
H 5.916 -0.429 -2.290
H 3.601 -3.440 0.959
*
```

---

Record 9
C3H6N4O in the gas phase. Source: the Open Molecules 2025 dataset; level of theory: ωB97M-V with the def2-TZVPD basis set.

Properties
total energy = -411.99233 Ha
energy above the lowest of the compared OMol25 structures with the same formula, charge and spin = 568.71 kJ/mol

The geometry in ORCA input format:
```
! wB97M-V def2-TZVPD RIJCOSX def2/J DEFGRID3
* xyz 0 1
O 1.635 -1.723 1.559
N 1.609 -1.011 -0.583
N -0.851 1.641 -1.062
N -1.542 -0.080 1.402
N 0.980 -1.473 0.430
C 0.977 -0.083 -1.228
C -0.532 -0.111 0.529
C -0.231 0.416 -0.702
H -2.511 -0.202 1.202
H -0.279 1.969 -1.859
H 2.521 -1.255 1.283
H -1.417 -0.051 2.443
H -1.781 1.811 -1.183
H 1.424 0.152 -2.232
*
```

---

Please write out number 9 again, unchanged.
C3H6N4O in the gas phase. Source: the Open Molecules 2025 dataset; level of theory: ωB97M-V with the def2-TZVPD basis set.

Properties
total energy = -411.99233 Ha
energy above the lowest of the compared OMol25 structures with the same formula, charge and spin = 568.71 kJ/mol

The geometry in ORCA input format:
```
! wB97M-V def2-TZVPD RIJCOSX def2/J DEFGRID3
* xyz 0 1
O 1.635 -1.723 1.559
N 1.609 -1.011 -0.583
N -0.851 1.641 -1.062
N -1.542 -0.080 1.402
N 0.980 -1.473 0.430
C 0.977 -0.083 -1.228
C -0.532 -0.111 0.529
C -0.231 0.416 -0.702
H -2.511 -0.202 1.202
H -0.279 1.969 -1.859
H 2.521 -1.255 1.283
H -1.417 -0.051 2.443
H -1.781 1.811 -1.183
H 1.424 0.152 -2.232
*
```